C2H5NS2 | the ωB97M-V functional and the def2-TZVPD basis

Last columns: bonded neighbours and bond lengths (Å).
Positions of all 10 atoms, in Å:
1 C -0.426 -1.694 1.518  H3 1.115, H4 1.118, H5 1.138, S9 1.841
2 C 0.524 0.471 0.121  H6 1.100, N8 1.263, S9 1.703
3 H -0.510 -2.254 0.558  C1 1.115
4 H -1.414 -1.191 1.656  C1 1.118
5 H -0.162 -2.349 2.410  C1 1.138
6 H 1.262 1.246 -0.135  C2 1.100
7 H -1.877 0.589 -2.180  S10 1.386
8 N -0.439 0.080 -0.598  C2 1.263, S10 1.747
9 S 0.945 -0.466 1.480  C1 1.841, C2 1.703
10 S -0.621 1.138 -1.977  H7 1.386, N8 1.747

As for the orbital gap: 9.115 eV. The value obtained for the relative energy (zero: lowest compared OMol25 entry of this formula, charge and spin) is 132.1 kJ/mol. For the calculated total energy, the calculation gives -930.28916 Ha. The max |F| comes out at 2.118 eV Å⁻¹. The lowest unoccupied orbital energy comes out at 0.028 Eh.

Need the Mulliken charges? In units of e they are: atom 1 (C): -0.761, atom 2 (C): 0.060, atom 3 (H): 0.271, atom 4 (H): 0.274, atom 5 (H): 0.288, atom 6 (H): 0.266, atom 7 (H): 0.163, atom 8 (N): -0.315, atom 9 (S): -0.057, atom 10 (S): -0.190



C2H5NS2 | the ωB97M-V functional and the def2-TZVPD basis

Last columns: bonded neighbours and bond lengths (Å).
Positions of all 10 atoms, in Å:
1 C -1.454 -0.422 0.223  N3 1.309, S5 1.714, H6 1.038
2 C 1.770 1.187 0.100  S4 1.653, H7 1.074, H8 1.061
3 N -2.525 -1.132 -0.029  C1 1.309, H9 1.027
4 S 1.754 -0.465 0.154  C2 1.653, H10 1.293
5 S -1.354 1.280 0.397  C1 1.714
6 H -0.522 -0.852 0.379  C1 1.038
7 H 1.215 1.664 0.886  C2 1.074
8 H 1.892 1.610 -0.865  C2 1.061
9 H -2.377 -2.141 -0.142  N3 1.027
10 H 1.602 -0.729 -1.102  S4 1.293

As for the orbital gap (alpha / beta): 8.364 / 5.954 eV. The value obtained for the relative energy (zero: lowest compared OMol25 entry of this formula, charge and spin) is 402.7 kJ/mol. For the calculated total energy, the calculation gives -930.18608 Ha. The max |F| comes out at 4.154 eV Å⁻¹. The lowest unoccupied orbital energy (alpha / beta) comes out at -0.028 / -0.084 Eh.

Need the Mulliken charges? In units of e they are: atom 1 (C): 0.252, atom 2 (C): -0.632, atom 3 (N): -0.610, atom 4 (S): -0.148, atom 5 (S): -0.175, atom 6 (H): 0.180, atom 7 (H): 0.392, atom 8 (H): 0.334, atom 9 (H): 0.226, atom 10 (H): 0.182



C2H5NS2 | the ωB97M-V functional and the def2-TZVPD basis

Last columns: bonded neighbours and bond lengths (Å).
Positions of all 10 atoms, in Å:
1 C 2.173 1.102 0.189  H3 1.086, H4 1.098, H5 1.070, S9 1.842
2 C -0.885 0.174 -0.323  H7 1.096, N8 1.326, S10 1.617
3 H 2.079 1.152 1.270  C1 1.086
4 H 1.542 1.818 -0.353  C1 1.098
5 H 3.203 1.139 -0.099  C1 1.070
6 H -0.305 -1.317 0.935  N8 0.981
7 H -0.369 0.743 -1.105  C2 1.096
8 N -0.027 -0.593 0.334  C2 1.326, H6 0.981, S9 1.710
9 S 1.605 -0.612 -0.175  C1 1.842, N8 1.710
10 S -2.461 0.173 0.039  C2 1.617

As for the orbital gap: 9.108 eV. The value obtained for the relative energy (zero: lowest compared OMol25 entry of this formula, charge and spin) is 98.3 kJ/mol. For the calculated total energy, the calculation gives -930.30200 Ha. The max |F| comes out at 2.560 eV Å⁻¹. The lowest unoccupied orbital energy comes out at 0.017 Eh.

Need the Mulliken charges? In units of e they are: atom 1 (C): -0.735, atom 2 (C): -0.055, atom 3 (H): 0.265, atom 4 (H): 0.270, atom 5 (H): 0.302, atom 6 (H): 0.242, atom 7 (H): 0.261, atom 8 (N): -0.187, atom 9 (S): -0.018, atom 10 (S): -0.345